1.
Below is C36H40BN13O5RbS as an isolated structure, with properties calculated with ωB97M-V/def2-TZVPD.

```
! RIJCOSX wB97M-V def2-TZVPD def2/J DEFGRID3
* xyz 0 2
Rb 0.112 0.488 0.104
C -2.164 1.332 3.386
C -1.956 2.609 2.633
C -2.363 3.906 2.989
C -1.933 4.691 1.947
N -1.316 3.900 1.043
N -1.333 2.614 1.465
B -0.716 4.385 -0.298
N 0.808 4.088 -0.409
C 1.620 4.625 -1.342
C 2.850 4.016 -1.244
C 2.687 3.081 -0.210
C 3.688 2.111 0.336
N 1.456 3.126 0.282
N -1.418 3.751 -1.531
C -1.835 4.334 -2.669
C -2.129 3.341 -3.579
C -1.842 2.147 -2.898
C -1.962 0.734 -3.374
N -1.409 2.404 -1.671
N -0.880 5.915 -0.336
C -0.039 6.823 0.208
C -0.687 8.034 0.250
C -1.961 7.767 -0.288
C -3.107 8.709 -0.477
N -2.072 6.493 -0.626
H -1.987 1.476 4.453
H -1.487 0.557 3.025
H -3.187 0.963 3.269
H -2.885 4.222 3.876
H -2.033 5.751 1.787
H 1.266 5.397 -2.004
H 3.730 4.211 -1.833
H 4.624 2.175 -0.219
H 3.324 1.085 0.258
H 3.902 2.319 1.387
H -1.921 5.403 -2.739
H -2.502 3.461 -4.582
H -2.351 0.700 -4.391
H -2.635 0.159 -2.733
H -0.990 0.237 -3.359
H 0.950 6.540 0.526
H -0.300 8.974 0.605
H -2.755 9.737 -0.565
H -3.797 8.664 0.368
H -3.667 8.455 -1.376
O 3.618 -5.625 4.472
C 2.426 -6.083 4.017
O 2.194 -7.258 4.023
C 1.458 -5.050 3.541
C 0.490 -5.445 2.629
C -0.386 -4.516 2.092
C -0.316 -3.179 2.481
C 0.620 -2.788 3.436
C 1.502 -3.717 3.954
N -1.125 -2.205 1.872
C -2.383 -2.290 1.985
C -3.305 -1.291 1.397
C -4.639 -1.313 1.775
C -5.475 -0.305 1.312
C -4.940 0.675 0.500
C -3.590 0.604 0.159
N -2.787 -0.360 0.588
H 3.706 -4.685 4.277
H 0.450 -6.485 2.334
H -1.123 -4.816 1.357
H 0.656 -1.751 3.742
H 2.207 -3.394 4.713
H -2.851 -3.102 2.555
H -5.009 -2.094 2.426
H -6.520 -0.285 1.592
H -5.541 1.494 0.132
H -3.127 1.360 -0.469
C 2.152 -2.976 -4.412
O 2.348 -1.861 -3.550
C 1.424 -1.536 -2.623
O 1.535 -0.519 -1.992
N 0.387 -2.430 -2.480
N -0.511 -2.166 -1.443
H 2.939 -2.914 -5.158
H 1.180 -2.929 -4.906
H 2.259 -3.920 -3.872
H 0.558 -3.391 -2.727
H -0.231 -2.620 -0.579
H -1.443 -2.433 -1.722
O 2.093 -0.983 1.477
N 3.157 -1.593 1.737
C 4.054 -1.000 2.601
C 5.156 -1.658 3.031
C 5.412 -2.981 2.594
C 4.552 -3.562 1.718
C 3.396 -2.885 1.225
S 2.374 -3.551 0.110
H 3.764 -0.001 2.889
H 5.826 -1.159 3.716
H 6.284 -3.514 2.946
H 4.707 -4.566 1.351
*
```

LUMO energy (alpha / beta)   -0.549 / -2.941 eV
E_HOMO (alpha / beta)   -7.909 / -7.909 eV
⟨S²⟩   0.83
Frontier orbital gap (alpha / beta)   7.36 / 4.97 eV

2.
Below is C30H48ErN3OSi3 as an isolated structure at a distorted geometry, with properties calculated with ωB97M-V/def2-TZVPD.

```
! RIJCOSX wB97M-V def2-TZVPD def2/J DEFGRID3
* xyz 0 4
Er 14.779 10.454 9.233
C 17.613 12.643 6.848
Si 18.244 10.928 7.416
C 20.114 11.135 7.621
C 18.050 10.060 5.760
C 17.364 10.085 8.802
Si 17.579 8.258 8.749
C 17.059 7.346 7.196
C 16.704 7.429 10.153
C 19.389 7.546 9.012
Si 18.010 10.788 10.369
C 18.018 12.622 10.297
C 19.677 10.273 11.067
C 16.752 10.379 11.839
C 17.164 10.441 13.190
C 16.308 10.172 14.268
C 15.045 9.687 13.951
C 14.719 9.567 12.632
N 15.508 9.902 11.601
H 18.269 13.060 6.046
H 17.393 13.415 7.652
H 16.627 12.416 6.343
H 20.471 11.467 6.643
H 20.478 10.168 7.990
H 20.303 11.881 8.384
H 18.236 10.834 4.998
H 17.018 9.663 5.479
H 18.742 9.322 5.634
H 16.267 7.804 6.560
H 16.777 6.380 7.598
H 17.914 7.256 6.521
H 15.556 7.356 10.140
H 17.018 7.681 11.156
H 16.983 6.348 10.055
H 20.036 8.131 8.456
H 19.463 6.547 8.544
H 19.699 7.522 10.019
H 18.928 12.899 9.802
H 18.048 13.114 11.271
H 17.189 13.152 9.879
H 20.421 10.054 10.211
H 19.700 9.369 11.635
H 20.208 11.164 11.545
H 18.131 10.775 13.514
H 16.659 10.365 15.286
H 14.389 9.291 14.707
H 13.684 9.188 12.355
C 11.704 10.535 11.365
N 12.771 11.064 10.541
C 12.646 12.325 10.457
C 13.368 13.125 9.511
C 13.276 14.499 9.347
C 14.029 14.875 8.238
C 14.569 13.730 7.735
N 14.160 12.624 8.512
C 10.231 10.982 11.169
C 9.754 11.052 9.843
C 8.447 11.377 9.576
C 7.571 11.588 10.610
C 8.061 11.578 11.927
C 9.365 11.193 12.252
H 11.900 10.821 12.419
H 11.707 9.448 11.312
H 11.919 12.946 11.079
H 12.602 15.148 9.927
H 14.030 15.887 7.873
H 15.249 13.595 6.961
H 10.481 10.929 9.046
H 8.054 11.414 8.520
H 6.562 11.896 10.279
H 7.317 11.780 12.645
H 9.765 11.127 13.262
C 13.493 6.837 7.364
C 12.878 7.840 8.326
C 12.552 7.128 9.668
C 11.526 8.406 7.727
O 13.693 8.895 8.550
H 12.846 6.043 7.115
H 14.425 6.503 7.838
H 13.786 7.408 6.497
H 11.885 6.249 9.593
H 12.105 7.895 10.381
H 13.411 6.729 10.160
H 10.820 7.646 7.397
H 11.865 8.976 6.823
H 11.127 9.124 8.443
*
```

LUMO energy (alpha / beta)   0.073 / 0.084 eV
E_HOMO (alpha / beta)   -8.046 / -8.047 eV
⟨S²⟩   3.75
Frontier orbital gap (alpha / beta)   8.12 / 8.13 eV

3.
Below is C20H19Cl2O3Sn as an isolated structure at a distorted geometry, with properties calculated with ωB97M-V/def2-TZVPD.

```
! RIJCOSX wB97M-V def2-TZVPD def2/J DEFGRID3
* xyz -1 1
C -2.783 0.037 -1.667
C -2.328 1.403 -1.420
C -1.091 1.569 -2.113
H -2.915 2.183 -0.956
C -0.807 0.386 -2.812
C -1.870 -0.523 -2.636
H -2.018 -1.397 -3.250
H -3.714 -0.420 -1.349
H -0.518 2.490 -2.123
H 0.095 0.224 -3.373
C -0.044 -0.776 2.547
C -1.458 -0.697 2.474
C -1.875 -1.855 1.681
H -2.153 -0.032 3.031
C -0.706 -2.596 1.322
C 0.398 -1.897 1.815
H 1.467 -2.189 1.755
H 0.587 -0.154 3.213
H -2.903 -2.212 1.555
H -0.679 -3.585 0.833
Sn -1.395 -0.013 0.245
O 0.351 0.829 0.108
C 1.410 1.787 0.172
C 2.178 1.154 -0.995
H 1.192 2.853 -0.205
H 2.053 1.726 1.108
H 1.899 1.373 -2.021
H 3.590 0.105 -2.990
C 4.058 -0.068 -2.023
C 3.278 0.323 -0.846
C 3.883 -0.037 0.423
H 3.226 0.206 1.272
C 5.119 -0.607 0.506
H 5.483 -0.852 1.487
C 5.893 -0.850 -0.644
H 6.918 -1.205 -0.504
C 5.338 -0.585 -1.899
H 5.936 -0.784 -2.759
Cl -5.157 0.935 3.531
C -5.588 0.781 1.797
Cl -6.010 2.380 1.118
C -4.259 0.309 1.132
O -4.384 -0.844 0.666
O -3.237 1.081 1.090
H -6.460 0.044 1.703
*
```

LUMO energy (alpha / beta)   2.715 / 2.312 eV
E_HOMO (alpha / beta)   -4.035 / -2.930 eV
Frontier orbital gap (alpha / beta)   6.75 / 5.24 eV

4.
Below is one molecule with the formula C21H29N3O7S2 at a distorted geometry, with properties calculated with ωB97M-V/def2-TZVPD.

```
! RIJCOSX wB97M-V def2-TZVPD def2/J DEFGRID3
* xyz 0 1
C -5.738 -0.669 -1.592
H -4.708 -0.596 -1.254
H -5.766 -1.297 -2.479
H -6.333 -1.136 -0.813
C -6.293 0.718 -1.910
N -5.518 1.364 -2.949
S -4.628 2.682 -2.438
O -4.081 3.316 -3.602
O -5.367 3.488 -1.505
C -3.317 1.849 -1.555
C -3.269 1.868 -0.175
C -2.270 1.184 0.493
C -1.311 0.480 -0.236
C -1.367 0.474 -1.633
C -2.371 1.156 -2.290
H -2.434 1.172 -3.365
H -0.614 -0.068 -2.186
N -0.272 -0.232 0.360
C 0.085 -0.281 1.670
O -0.502 0.257 2.581
C 1.352 -1.113 1.890
N 2.538 -0.324 1.575
S 2.913 -0.149 -0.056
O 4.324 -0.220 -0.275
O 2.057 -0.987 -0.866
C 2.423 1.572 -0.325
H 3.123 2.182 0.231
H 1.413 1.718 0.032
H 2.492 1.785 -1.384
C 3.691 -0.612 2.355
C 4.137 0.272 3.320
C 5.296 0.007 4.020
C 6.034 -1.143 3.742
C 5.592 -2.037 2.769
C 4.413 -1.779 2.083
O 3.862 -2.589 1.142
C 4.684 -3.548 0.514
H 5.597 -3.087 0.131
H 4.933 -4.368 1.196
H 4.098 -3.934 -0.318
H 6.156 -2.927 2.545
O 7.168 -1.306 4.469
C 7.979 -2.432 4.229
H 8.350 -2.448 3.200
H 8.822 -2.337 4.912
H 7.447 -3.364 4.442
H 5.659 0.681 4.778
H 3.566 1.166 3.515
H 1.321 -2.025 1.283
H 1.400 -1.377 2.948
H 0.376 -0.681 -0.291
H -2.221 1.192 1.569
H -4.017 2.429 0.362
C -6.062 1.427 -4.288
C -7.200 2.434 -4.432
H -7.542 2.467 -5.463
H -6.840 3.419 -4.144
H -8.041 2.172 -3.793
H -6.390 0.421 -4.568
H -5.236 1.724 -4.935
H -7.340 0.636 -2.217
H -6.252 1.353 -1.022
*
```

LUMO energy   0.534 eV
E_HOMO   -8.582 eV
SMILES string   CCN(CC)S(=O)(=O)c1ccc(NC(=O)CN(c2ccc(OC)cc2OC)S(C)(=O)=O)cc1
Frontier orbital gap   9.12 eV

5.
Below is one molecule with the formula C3H4F3N at a distorted geometry, with properties calculated with ωB97M-V/def2-TZVPD.

```
! RIJCOSX wB97M-V def2-TZVPD def2/J DEFGRID3
* xyz 0 3
C -1.321 -0.372 -0.220
C 0.933 0.346 0.464
C -2.865 -0.234 -0.202
N -0.512 0.355 0.422
F -0.942 -1.448 -0.985
F -3.209 -0.312 1.095
F -3.125 1.034 -0.635
H 1.128 0.984 1.381
H 1.190 1.050 -0.440
H 1.435 -0.628 0.375
H -3.380 -0.971 -0.785
*
```

LUMO energy (alpha / beta)   0.841 / -3.045 eV
E_HOMO (alpha / beta)   -5.852 / -10.767 eV
⟨S²⟩   2.01
Frontier orbital gap (alpha / beta)   6.69 / 7.72 eV

6.
Below is C42H40CoN4O4PS2 as an isolated structure at a distorted geometry, with properties calculated with ωB97M-V/def2-TZVPD.

```
! RIJCOSX wB97M-V def2-TZVPD def2/J DEFGRID3
* xyz 2 5
Co 0.117 -0.285 0.080
C 6.045 2.962 0.421
C 5.559 2.877 -0.875
C 4.311 2.331 -1.114
C 3.531 1.887 -0.044
C 4.019 1.977 1.257
C 5.274 2.515 1.484
P 1.842 1.275 -0.353
C 1.989 0.812 -2.108
C 2.805 -0.294 -2.352
C 2.940 -0.791 -3.632
C 2.254 -0.192 -4.679
C 1.456 0.918 -4.444
C 1.308 1.418 -3.158
C 0.795 2.768 -0.254
C 1.320 4.036 -0.406
C 0.493 5.159 -0.338
C -0.854 5.006 -0.124
C -1.425 3.729 0.047
C -2.809 3.560 0.261
C -3.337 2.307 0.460
C -2.504 1.178 0.477
C -1.143 1.290 0.255
C -0.586 2.576 0.012
H 7.029 3.371 0.598
H 6.152 3.231 -1.705
H 3.942 2.265 -2.127
H 3.416 1.626 2.083
H 5.656 2.580 2.492
H 3.326 -0.754 -1.523
H 3.584 -1.638 -3.808
H 2.346 -0.588 -5.678
H 0.952 1.400 -5.270
H 0.677 2.275 -2.969
H 2.376 4.166 -0.580
H 0.919 6.142 -0.455
H -1.499 5.869 -0.078
H -3.449 4.430 0.275
H -4.397 2.181 0.623
H -2.950 0.211 0.678
C -4.105 -2.707 5.147
C -3.315 -3.954 4.817
S -2.922 -3.946 3.045
O -4.033 -4.372 2.248
O -2.347 -2.668 2.673
C -1.634 -5.258 2.791
C -0.202 -4.861 3.129
N 0.084 -3.483 2.789
C 0.137 -2.981 1.546
N 0.334 -1.660 1.570
C 0.401 -1.301 2.876
C 0.232 -2.420 3.651
N 0.130 -2.434 5.070
O 0.533 -1.450 5.638
O -0.380 -3.404 5.592
C -0.006 -3.792 0.320
H -4.184 -2.585 6.225
H -5.105 -2.765 4.726
H -3.600 -1.835 4.735
H -3.876 -4.865 5.003
H -2.364 -3.978 5.344
H -1.757 -5.525 1.747
H -1.958 -6.097 3.397
H 0.495 -5.502 2.579
H -0.003 -4.994 4.193
H 0.551 -0.293 3.212
H 0.482 -4.759 0.427
H 0.429 -3.256 -0.520
H -1.065 -3.960 0.122
N -0.351 -0.993 -1.722
S -1.549 -1.965 -2.245
C -2.645 -0.846 -3.139
C -2.186 -0.123 -4.229
C -3.057 0.732 -4.879
C -4.366 0.861 -4.438
C -4.805 0.153 -3.330
C -3.940 -0.703 -2.669
C -0.774 -2.844 -3.642
C 0.574 -3.149 -3.547
C 1.176 -3.883 -4.557
C 0.430 -4.302 -5.647
C -0.920 -4.000 -5.722
C -1.536 -3.274 -4.714
H -0.072 -0.346 -2.460
H -1.170 -0.241 -4.580
H -2.715 1.286 -5.739
H -5.043 1.521 -4.955
H -5.821 0.259 -2.987
H -4.273 -1.263 -1.809
H 1.148 -2.786 -2.708
H 2.225 -4.126 -4.493
H 0.899 -4.873 -6.433
H -1.501 -4.337 -6.565
H -2.588 -3.036 -4.778
*
```

LUMO energy (alpha / beta)   -5.138 / -7.604 eV
E_HOMO (alpha / beta)   -13.267 / -13.284 eV
⟨S²⟩   6.02
Frontier orbital gap (alpha / beta)   8.13 / 5.68 eV

7.
Below is a 3-piece molecular cluster, C10H31N3O3Si overall at a distorted geometry, with properties calculated with ωB97M-V/def2-TZVPD.

```
! RIJCOSX wB97M-V def2-TZVPD def2/J DEFGRID3
* xyz 0 1
C -1.537 0.530 1.474
C -1.944 -0.092 0.013
N -0.823 -0.789 -0.725
Si 0.442 0.345 -1.318
O 1.975 -0.091 -0.497
H -2.542 0.985 1.930
H -1.189 -0.284 2.268
H -0.775 1.427 1.425
H -2.463 0.779 -0.595
H -2.777 -0.921 0.225
H -1.261 -1.184 -1.605
H 0.736 0.197 -2.766
H 0.174 1.736 -0.946
H 1.851 0.157 0.487
C -2.201 -1.908 7.950
C -1.049 -2.121 6.971
C -0.980 -1.050 5.857
O -1.952 -1.217 4.820
C -3.238 -0.705 5.135
N -1.140 -3.476 6.411
H -3.168 -2.205 7.535
H -2.048 -2.510 8.853
H -2.267 -0.860 8.258
H -0.119 -2.050 7.549
H -0.006 -1.142 5.363
H -1.023 -0.035 6.269
H -3.186 0.196 5.753
H -3.836 -1.474 5.627
H -3.739 -0.451 4.196
H -0.316 -3.648 5.834
H -1.910 -3.475 5.735
C 3.566 1.041 -7.475
C 3.588 1.479 -6.012
C 2.337 1.037 -5.217
O 1.166 1.817 -5.481
C 0.464 1.441 -6.656
N 3.778 2.935 -5.951
H 2.897 1.651 -8.088
H 4.566 1.132 -7.913
H 3.257 -0.005 -7.568
H 4.457 0.999 -5.546
H 2.549 1.178 -4.151
H 2.130 -0.031 -5.352
H 0.507 0.363 -6.837
H 0.853 1.990 -7.515
H -0.583 1.729 -6.530
H 3.890 3.209 -4.974
H 2.891 3.370 -6.223
*
```

LUMO energy   0.713 eV
E_HOMO   -9.229 eV
SMILES string   COC[C@@H](C)N.COC[C@@H](C)N.CCN[SiH2]O
Frontier orbital gap   9.94 eV